[1]
Molecular formula: C7H15NO
Method: DFT, ωB97M-V with the def2-TZVPD basis set

Each line ends with the Löwdin charge.
CARTESIAN COORDINATES (ANGSTROEM)
1 C -1.701 -0.711 0.679  -0.305
2 N -0.730 -0.130 -0.523  -0.244
3 H -2.205 1.084 -1.427  0.090
4 H -3.263 -0.292 1.732  0.116
5 H 3.054 1.138 1.723  0.060
6 C -1.381 -1.765 1.430  0.046
7 H 2.477 1.153 -1.973  0.025
8 H 0.646 -0.026 -0.022  0.130
9 C 2.100 0.674 1.463  -0.158
10 C -0.631 -1.147 -1.565  -0.083
11 H -0.521 -2.385 1.242  0.056
12 H -0.496 1.576 -1.708  0.090
13 H 1.283 1.215 1.947  0.064
14 H -1.622 -1.535 -1.819  0.096
15 O -2.825 0.024 0.927  0.028
16 H -1.941 -2.035 2.317  0.060
17 H -1.293 1.839 -0.139  0.090
18 H 2.084 -0.336 1.880  0.063
19 H -0.071 -0.718 -2.394  0.091
20 C 1.872 0.611 -0.010  -0.287
21 H 3.663 1.509 -0.649  0.038
22 C 2.716 1.051 -0.922  -0.067
23 H -0.008 -1.961 -1.200  0.083
24 C -1.206 1.169 -0.990  -0.082

For the electronic energy, the calculation gives -405.55412 Ha. The LUMO energy comes out at 0.540 eV. For the orbital gap, the calculation gives 8.3 eV.

=====

[2]
Molecular formula: C7H15NO
Method: DFT, ωB97M-V with the def2-TZVPD basis set

Each line ends with the Löwdin charge.
CARTESIAN COORDINATES (ANGSTROEM)
1 H -0.658 1.905 -0.206  0.009
2 O 0.738 -0.980 -0.185  -0.147
3 H -0.360 0.356 -1.033  0.025
4 C 2.723 -0.009 -1.172  -0.035
5 H -0.030 -0.743 0.583  0.096
6 C -0.905 1.366 -1.110  -0.069
7 H -2.469 -1.149 -1.242  0.080
8 C 1.997 -0.400 0.122  -0.465
9 H 2.595 -1.161 0.647  0.140
10 C 1.690 1.724 1.690  0.130
11 N -2.263 -0.328 0.648  -0.068
12 H 3.721 0.367 -0.953  0.084
13 H -3.785 -1.474 -0.105  0.087
14 H -1.972 1.361 -1.283  0.013
15 H 2.798 -0.886 -1.813  0.081
16 C -1.437 -0.615 1.602  -0.102
17 H -1.284 0.151 2.354  0.081
18 H -1.345 -1.642 1.981  0.097
19 H 2.162 0.762 -1.697  0.077
20 C -2.698 -1.398 -0.204  -0.137
21 H 1.558 2.574 2.300  0.024
22 H -0.395 1.840 -1.946  0.015
23 C 1.866 0.756 1.006  -0.099
24 H -2.248 -2.375 0.015  0.082

For the electronic energy, the calculation gives -405.54949 Ha. The SMILES is C#C[C@H](C)O.C=NC.C. The LUMO energy comes out at 0.376 eV. For the orbital gap, the calculation gives 10.1 eV.

=====

[3]
Molecular formula: C7H15NO
Method: DFT, ωB97M-V with the def2-TZVPD basis set

Each line ends with the Löwdin charge.
CARTESIAN COORDINATES (ANGSTROEM)
1 H -0.165 -0.815 -4.476  0.058
2 C 0.130 -1.002 -3.450  0.038
3 C 0.806 0.232 1.230  -0.368
4 H 1.851 0.412 0.942  0.128
5 H 1.213 1.128 3.175  0.078
6 H -1.025 -1.346 -0.523  0.128
7 H 1.211 -1.908 1.103  0.069
8 H -1.871 0.660 0.768  0.093
9 H 0.711 -1.344 -0.920  0.108
10 H -1.204 2.119 0.452  0.085
11 O -1.622 0.365 -2.693  0.004
12 N -1.331 1.179 0.075  0.035
13 C 0.493 1.224 2.354  -0.102
14 H -0.503 1.045 2.774  0.076
15 C -0.202 -0.743 -0.927  -0.110
16 H 0.550 2.261 2.007  0.074
17 C 0.753 -1.190 1.790  -0.093
18 C -0.027 0.548 -0.133  -0.339
19 H 0.586 1.253 -0.707  0.147
20 H 1.335 -1.268 2.716  0.080
21 H -1.848 0.816 -1.850  0.068
22 H -0.272 -1.505 2.004  0.082
23 C -0.537 -0.448 -2.432  -0.390
24 H 0.967 -1.670 -3.280  0.051

For the electronic energy, the calculation gives -405.69226 Ha. The SMILES is C=C(O)C[C@@H](N)C(C)C. The LUMO energy comes out at 0.784 eV. For the orbital gap, the calculation gives 9.2 eV.

=====

[4]
Molecular formula: C7H15NO4S
Method: DFT, ωB97M-V with the def2-TZVPD basis set

Each line ends with the Löwdin charge.
CARTESIAN COORDINATES (ANGSTROEM)
1 O -2.265 -0.649 -0.089  -0.198
2 C -3.100 -1.622 0.484  -0.106
3 H 2.118 1.806 -0.903  0.083
4 H 1.562 2.837 0.415  0.089
5 H -1.360 2.088 0.539  0.097
6 H 0.788 -1.475 -2.097  0.127
7 C -0.930 -1.093 -0.227  -0.207
8 C 1.239 2.151 -0.367  -0.015
9 H -0.520 -1.405 0.740  0.114
10 C -0.645 1.541 1.146  -0.015
11 S 2.286 -0.976 0.352  0.603
12 H 0.593 2.695 -1.052  0.095
13 C 1.012 -0.457 -1.764  -0.160
14 H 1.117 0.189 -2.639  0.137
15 O 3.610 -0.866 0.854  -0.241
16 C -0.103 0.051 -0.830  -0.207
17 C 0.472 0.979 0.262  -0.545
18 H -1.169 0.742 1.658  0.083
19 H -0.808 0.636 -1.429  0.159
20 H -2.753 -1.906 1.485  0.093
21 H -3.144 -2.524 -0.138  0.090
22 H 1.939 0.729 1.700  0.119
23 N 1.350 0.166 1.107  -0.044
24 H -4.092 -1.179 0.553  0.089
25 H -0.905 -1.968 -0.892  0.131
26 O 1.636 -2.241 0.403  -0.235
27 H -0.224 2.211 1.892  0.087
28 O 2.296 -0.459 -1.161  -0.223

For the electronic energy, the calculation gives -1029.59965 Ha. The SMILES is COC[C@@H]1COS(=O)(=O)NC1(C)C. The LUMO energy comes out at 0.695 eV. For the orbital gap, the calculation gives 10.7 eV.

=====

[5]
Molecular formula: C7H15NO7S2
Method: DFT, ωB97M-V with the def2-TZVPD basis set

Each line ends with the Löwdin charge.
CARTESIAN COORDINATES (ANGSTROEM)
1 C -1.587 2.083 -0.253  -0.133
2 S -1.401 -1.205 1.268  0.901
3 H -1.423 3.146 1.567  0.053
4 C 1.457 -1.129 -4.569  -0.158
5 O -1.961 -0.285 0.019  -0.308
6 H -0.449 -1.476 4.496  0.115
7 S 2.660 -1.104 -2.385  0.586
8 O -2.420 -0.556 2.326  -0.309
9 H -0.140 0.714 0.202  0.101
10 H 2.604 0.547 -5.358  0.135
11 H -1.519 2.663 -1.183  0.102
12 H 1.170 0.357 3.517  0.072
13 N -0.593 -0.711 3.861  -0.123
14 O 3.095 0.041 -3.411  -0.186
15 C -2.087 2.582 0.930  -0.005
16 H -2.251 0.551 3.999  0.120
17 H -2.558 -1.163 4.243  0.124
18 C -1.036 0.710 -0.418  -0.284
19 O 3.764 -1.938 -2.105  -0.206
20 C 2.736 -0.340 -4.747  -0.160
21 H -3.106 2.356 1.200  0.058
22 H 0.640 0.427 5.164  0.076
23 C -1.972 -0.446 3.687  -0.284
24 H -0.752 0.531 -1.450  0.103
25 O 1.914 -0.501 -1.346  -0.218
26 O -1.935 -2.490 1.013  -0.368
27 O 1.675 -1.884 -3.369  -0.182
28 C 0.290 0.414 4.139  -0.095
29 H 1.260 -1.806 -5.394  0.136
30 H 3.536 -0.957 -5.161  0.134
31 H 0.597 -0.474 -4.418  0.132
32 H -0.208 1.346 3.935  0.073

For the electronic energy, the calculation gives -1653.29839 Ha. The LUMO energy comes out at -0.429 eV. For the orbital gap, the calculation gives 6.9 eV.

=====

[6]
Molecular formula: C7H15O3
Method: DFT, ωB97M-V with the def2-TZVPD basis set

Each line ends with the Löwdin charge.
CARTESIAN COORDINATES (ANGSTROEM)
1 H -1.847 0.844 -0.679  0.135
2 H -1.873 -0.235 2.351  0.126
3 H -2.531 0.899 1.087  0.084
4 H 1.381 -0.957 2.598  0.039
5 C -1.331 -0.025 -1.020  -0.054
6 H -2.034 1.636 2.796  0.130
7 H 1.890 -0.546 -0.412  0.173
8 C 0.043 -0.071 0.750  -0.482
9 O -0.474 1.007 1.370  -0.106
10 H 0.782 -2.321 1.573  0.048
11 H 1.868 0.919 0.828  0.171
12 H -0.356 -0.925 -3.488  0.166
13 C 1.270 0.377 0.018  -0.057
14 H 1.119 -0.992 -2.314  0.091
15 H -1.892 -0.525 -1.812  0.166
16 C 0.831 1.262 -1.171  -0.176
17 C -1.818 0.887 1.956  0.005
18 H -0.281 -1.441 2.634  0.031
19 C 0.616 -1.394 2.049  0.120
20 O -0.774 -0.801 -0.159  0.055
21 H 1.004 0.172 -3.638  0.096
22 C 0.483 -0.347 -2.879  0.095
23 H 1.738 1.513 -1.725  0.154
24 H 0.336 2.183 -0.880  0.155
25 O -0.128 0.650 -1.902  -0.163

As for the total charge: +1. For the electronic energy, the calculation gives -501.02565 Ha. The LUMO energy comes out at -2.623 eV. For the orbital gap, the calculation gives 10.6 eV.

=====

[7]
Molecular formula: C7H16AgBrCl3O4P
Method: DFT, ωB97M-V with the def2-TZVPD basis set

Each line ends with the Löwdin charge.
CARTESIAN COORDINATES (ANGSTROEM)
1 H 23.643 3.293 7.837  0.081
2 Ag 19.781 6.874 3.984  0.684
3 O 22.885 2.827 3.136  -0.219
4 Cl 25.597 11.058 2.290  0.561
5 H 23.777 2.101 5.618  0.119
6 Cl 26.081 8.211 2.545  0.572
7 H 25.975 5.649 3.211  0.024
8 H 24.241 6.445 4.623  0.125
9 H 23.591 1.573 8.100  0.095
10 O 21.789 2.928 5.482  -0.160
11 H 23.061 -0.091 1.758  0.082
12 C 25.348 4.906 3.704  -0.071
13 H 22.055 2.528 7.887  0.087
14 H 21.744 1.247 3.308  0.113
15 C 23.376 0.943 1.900  -0.046
16 C 22.820 2.149 6.138  -0.288
17 H 24.195 0.957 2.619  0.081
18 Br 21.756 8.047 2.357  0.377
19 H 22.432 1.131 6.093  0.126
20 C 24.067 5.559 4.012  -0.443
21 C 25.088 9.586 3.088  -1.591
22 O 21.042 4.677 3.728  -0.327
23 H 25.935 4.636 4.582  0.100
24 H 21.475 2.099 1.738  0.125
25 Cl 25.222 9.824 4.807  0.550
26 C 22.209 1.772 2.473  -0.248
27 H 23.670 1.406 0.959  0.081
28 O 23.424 4.756 4.789  -0.155
29 H 23.518 5.765 3.094  0.075
30 C 23.091 2.389 7.579  -0.067
31 H 25.296 4.119 2.952  0.087
32 H 24.016 9.532 2.900  -0.075
33 P 22.183 3.851 4.226  0.547

As for the total charge: +1. For the electronic energy, the calculation gives -5019.93773 Ha. As for the multiplicity: 2. The LUMO energy (alpha / beta) comes out at -5.210 / -8.272 eV. For the orbital gap (alpha / beta), the calculation gives 8.2 / 5.1 eV. As for the expectation value of S²: 0.75.

=====

[8]
Molecular formula: C7H16BBeCl16
Method: DFT, ωB97M-V with the def2-TZVPD basis set

Each line ends with the Löwdin charge.
CARTESIAN COORDINATES (ANGSTROEM)
1 Cl 1.434 -2.809 2.182  0.562
2 B -1.003 0.805 -0.687  -0.506
3 Cl -0.584 -3.179 -4.325  0.525
4 H -1.389 1.357 -1.607  -0.030
5 Cl 2.654 -3.355 -2.855  0.574
6 Cl 3.771 3.074 0.973  0.529
7 C -4.346 0.179 3.511  -0.929
8 C 0.091 -2.398 1.127  -1.040
9 Cl 2.863 2.586 -2.594  0.524
10 C 2.872 -1.651 -3.052  -1.503
11 C -0.067 0.050 4.238  -0.975
12 C 1.102 2.918 -2.705  -0.927
13 H -0.483 1.565 -0.008  -0.086
14 Cl -2.663 -2.441 -2.472  0.573
15 Be -2.559 2.366 0.263  1.143
16 H 2.162 1.431 0.345  -0.019
17 H 0.299 -1.511 0.535  -0.040
18 H 0.498 -0.838 3.966  -0.017
19 Cl -1.384 -0.423 5.316  0.561
20 Cl 2.124 -0.823 -1.687  0.574
21 Cl -3.798 -0.102 1.838  0.526
22 H 0.919 3.529 -3.584  0.038
23 H -0.535 -1.562 -2.499  -0.052
24 H -4.003 -0.631 4.151  0.016
25 Cl -0.591 0.702 2.680  0.502
26 H -5.432 0.210 3.537  0.044
27 Cl -3.604 1.715 4.042  0.485
28 C -1.227 -1.923 -3.254  -1.572
29 Cl 2.928 0.874 2.526  0.508
30 H 0.580 1.974 -2.852  0.004
31 H 3.941 -1.464 -3.073  0.025
32 H -1.897 0.379 -0.108  -0.072
33 H 3.779 0.812 0.270  0.016
34 Cl -0.041 -3.627 -0.152  0.521
35 H -0.874 -2.281 1.612  0.028
36 H 0.522 0.837 4.697  0.033
37 Cl 0.469 3.721 -1.237  0.516
38 C 3.125 1.457 0.853  -1.061
39 Cl -1.560 -0.509 -4.322  0.491
40 H -0.274 0.007 -1.013  -0.013
41 Cl 2.180 -1.022 -4.576  0.526

As for the total charge: +1. For the electronic energy, the calculation gives -7678.46196 Ha. The LUMO energy comes out at -8.896 eV. For the orbital gap, the calculation gives 4.0 eV.